This record from OMol25 describes one molecule with the formula C4H6N2 at a distorted geometry. The level of theory is wB97M-V/def2-TZVPD.

Results
- SMILES = N#CCN1CC1
- E_tot (eV) = -7222.554
- energy relative to the best compared isomer or geometry (same formula, charge and spin) (kJ/mol) = 293.0
- LUMO level (eV) = 0.83
- molar mass (u) = 82.11
- HOMO energy (eV) = -8.872
- HOMO-LUMO gap (eV) = 9.697

The geometry in XYZ format:
```
12
C4H6N2, DFT wB97M-V/def2-TZVPD
C 2.00631 0.16466 0.52828
N 2.27881 0.67822 1.52787
H -1.58703 -0.62242 1.47695
H -1.39884 1.12122 -1.10143
H 1.61475 -1.44564 -0.81250
C 1.24213 -0.43471 -0.58430
C -1.01136 0.79559 -0.13781
H -2.15569 -1.13230 -0.17779
C -1.42526 -0.55178 0.39333
H 1.43083 0.13600 -1.51466
N -0.14322 -0.30816 -0.19013
H -0.85143 1.59933 0.59219
```

This record from OMol25 describes C4H6N2 as an isolated structure at a distorted geometry. The level of theory is wB97M-V/def2-TZVPD.

Results
- E_tot (eV) = -7218.064
- energy relative to the best compared isomer or geometry (same formula, charge and spin) (kJ/mol) = 726.2
- LUMO level (eV) = -0.30
- molar mass (u) = 82.11
- HOMO energy (eV) = -8.059
- HOMO-LUMO gap (eV) = 7.763

The geometry in XYZ format:
```
12
C4H6N2, DFT wB97M-V/def2-TZVPD
H -0.15854 1.41677 -0.69587
H -1.34481 0.29532 -1.28743
H 0.43386 -1.55023 -0.24858
C -1.29217 0.68653 0.85986
C 0.66314 -0.41184 -0.04672
C -0.59340 0.49324 -0.44844
N -0.41042 -0.17014 2.88351
H 1.63544 -0.15868 -0.65993
H 1.71251 -0.64422 1.65368
H -2.25078 1.03510 1.00497
N -0.63144 0.28038 1.86042
C 1.16978 0.17395 1.14451
```